[1]
Below is C40H32AsClMnN5S as an isolated structure at a distorted geometry, with properties calculated with ωB97M-V/def2-TZVPD.

Cartesian coordinates (Å):
Mn -0.745 -0.711 -0.624
C 1.665 -1.487 2.954
C 1.605 -2.871 3.035
C 0.997 -3.568 2.006
C 0.445 -2.872 0.931
N 0.452 -1.516 0.890
C 1.078 -0.861 1.870
C -0.103 -3.532 -0.260
C -0.014 -4.904 -0.500
C -0.425 -5.406 -1.723
C -0.932 -4.531 -2.672
C -1.045 -3.191 -2.342
N -0.643 -2.695 -1.174
H 2.161 -0.903 3.713
H 2.045 -3.400 3.867
H 0.961 -4.644 2.032
H 1.123 0.220 1.773
H 0.378 -5.574 0.248
H -0.348 -6.462 -1.932
H -1.244 -4.882 -3.644
H -1.480 -2.485 -3.041
N 3.377 0.154 -2.888
C 4.375 -0.817 -2.767
C 5.589 -0.641 -3.416
C 6.575 -1.612 -3.315
C 6.354 -2.761 -2.577
C 5.150 -2.942 -1.914
C 4.172 -1.969 -2.008
S 2.642 -2.182 -1.133
N 1.719 -0.846 -1.547
C 2.145 0.096 -2.324
C 1.194 1.180 -2.634
C 1.568 2.331 -3.323
C 0.607 3.265 -3.670
C -0.712 3.009 -3.337
C -0.996 1.860 -2.612
N -0.077 0.975 -2.241
H 3.603 0.913 -3.515
H 5.756 0.253 -3.994
H 7.513 -1.465 -3.820
H 7.112 -3.523 -2.512
H 4.965 -3.830 -1.332
H 2.597 2.529 -3.577
H 0.889 4.163 -4.197
H -1.506 3.683 -3.615
H -2.021 1.636 -2.335
Cl -2.697 -0.547 -1.315
C -4.521 4.384 -0.659
C -5.030 3.211 -0.124
C -4.176 2.239 0.369
C -2.795 2.429 0.322
C -2.290 3.602 -0.236
C -3.149 4.574 -0.720
As -1.592 1.014 0.935
C -2.694 0.046 2.210
C -3.405 0.705 3.213
C -4.193 -0.016 4.094
C -4.295 -1.394 3.974
C -3.600 -2.053 2.974
C -2.798 -1.336 2.103
C -0.375 2.049 2.097
C -0.371 1.931 3.484
C 0.516 2.679 4.243
C 1.407 3.542 3.627
C 1.441 3.632 2.245
C 0.567 2.875 1.483
H -5.192 5.142 -1.036
H -6.097 3.049 -0.096
H -4.584 1.325 0.785
H -1.218 3.762 -0.292
H -2.741 5.480 -1.141
H -3.347 1.788 3.286
H -4.738 0.496 4.872
H -4.923 -1.951 4.651
H -3.691 -3.124 2.868
H -2.260 -1.857 1.307
H -1.055 1.248 3.974
H 0.513 2.580 5.317
H 2.089 4.128 4.222
H 2.154 4.282 1.762
H 0.621 2.904 0.397

As for the spin multiplicity: 5. As for the total charge: +2. Its HOMO energy (alpha / beta) is -12.1 / -12.1 eV. Its energy above the lowest of the compared OMol25 structures with the same formula, charge and spin is 0.0 kJ/mol. The expectation value of S² is 6.14.

Atom charges from the Mulliken analysis, given in e for atoms 1 to 4:
1. Mn 0.411
2. C -1.094
3. C -0.950
4. C -0.951

---

[2]
Below is C26H73F6NO17S2V as an isolated structure at a distorted geometry, with properties calculated with ωB97M-V/def2-TZVPD.

Cartesian coordinates (Å):
V -5.787 -9.368 0.190
C -5.232 -13.222 0.677
F -5.426 -14.547 0.685
F -4.175 -13.084 1.458
F -4.961 -12.791 -0.606
S -6.723 -12.308 1.440
O -7.568 -12.064 0.258
O -7.225 -13.166 2.519
N -6.022 -10.685 1.783
S -6.089 -10.716 3.351
O -7.434 -10.719 3.899
O -5.109 -11.566 4.116
C -5.427 -8.994 3.838
F -4.156 -8.838 3.364
F -6.210 -8.021 3.256
F -5.548 -8.868 5.162
O -6.193 -9.922 -1.737
H -7.067 -10.359 -1.765
C -9.879 -9.421 0.958
C -8.822 -8.353 1.212
O -7.815 -8.365 0.182
H -10.478 -9.527 1.863
H -9.469 -10.422 0.821
H -10.577 -9.172 0.159
H -8.367 -8.480 2.194
H -9.224 -7.343 1.291
H -8.162 -8.052 -0.656
C -8.967 -7.329 5.823
C -8.364 -8.308 6.845
O -7.738 -7.613 7.793
H -9.577 -7.819 5.064
H -8.260 -6.808 5.176
H -9.509 -6.565 6.380
H -7.781 -9.010 6.249
H -9.201 -8.818 7.320
H -7.543 -8.180 8.543
C -1.993 -9.008 0.653
C -2.852 -10.177 0.544
O -3.763 -9.812 -0.537
H -1.174 -9.381 1.267
H -2.538 -8.230 1.188
H -1.606 -8.534 -0.249
H -3.292 -10.499 1.488
H -2.218 -11.038 0.330
H -3.551 -10.199 -1.390
C -9.391 -12.080 -2.980
C -7.932 -12.526 -3.307
O -7.297 -11.555 -4.091
H -9.896 -12.872 -2.428
H -9.950 -12.081 -3.915
H -9.490 -11.224 -2.311
H -8.015 -13.498 -3.792
H -7.397 -12.661 -2.367
H -6.950 -10.857 -3.530
C -8.331 -12.498 7.067
C -7.602 -13.376 8.029
O -7.501 -14.516 7.336
H -8.094 -11.465 7.325
H -9.401 -12.686 7.148
H -8.040 -12.499 6.017
H -8.061 -13.614 8.989
H -6.657 -12.888 8.268
H -7.909 -14.420 6.472
C -10.928 -11.574 4.235
C -11.750 -12.310 3.147
O -10.923 -13.279 2.607
H -10.699 -12.239 5.068
H -11.554 -10.753 4.584
H -10.065 -11.126 3.742
H -12.225 -11.631 2.439
H -12.612 -12.715 3.678
H -10.404 -13.627 3.336
C -3.247 -16.696 0.787
C -4.407 -17.461 1.538
O -4.747 -18.664 0.852
H -2.322 -17.267 0.707
H -3.220 -15.646 1.080
H -3.480 -16.636 -0.276
H -5.325 -16.879 1.614
H -4.154 -17.742 2.560
H -3.994 -19.238 1.009
C -7.784 -16.415 3.849
C -9.002 -15.571 4.016
O -8.778 -14.315 4.574
H -7.275 -16.654 4.782
H -7.047 -15.978 3.175
H -8.099 -17.422 3.574
H -9.664 -16.062 4.729
H -9.614 -15.551 3.114
H -8.206 -13.817 3.985
C -5.783 -15.605 -2.846
C -4.555 -14.846 -3.436
O -3.616 -14.376 -2.406
H -6.332 -16.175 -3.595
H -6.557 -15.032 -2.336
H -5.409 -16.391 -2.191
H -4.841 -14.030 -4.099
H -3.912 -15.511 -4.012
H -4.021 -13.776 -1.775
C -5.808 -5.316 -0.364
C -5.034 -6.555 -0.721
O -5.121 -7.382 0.425
H -5.983 -4.932 -1.369
H -5.308 -4.486 0.134
H -6.810 -5.577 -0.023
H -4.013 -6.294 -1.002
H -5.439 -7.023 -1.618
H -4.977 -6.739 1.123
C -1.444 -5.622 2.481
C -2.908 -5.187 2.143
O -3.894 -5.982 2.769
H -1.117 -5.703 3.518
H -0.721 -4.948 2.021
H -1.181 -6.559 1.990
H -3.150 -5.273 1.083
H -3.094 -4.147 2.411
H -4.255 -5.489 3.510
C -7.144 -4.754 2.959
C -6.546 -4.621 4.365
O -5.247 -4.130 4.199
H -7.387 -3.872 2.365
H -8.127 -5.218 3.034
H -6.600 -5.517 2.403
H -6.510 -5.608 4.826
H -7.131 -3.870 4.896
H -5.389 -3.218 3.935

As for the spin multiplicity: 4. As for the total charge: 0. Its HOMO energy (alpha / beta) is -7.9 / -9.2 eV. The expectation value of S² is 3.75.

Atom charges from the Mulliken analysis, given in e for atoms 1 to 4:
1. V 1.841
2. C 0.113
3. F -0.081
4. F -0.249

---

no.,energy (hartree)
1,-6062.009335
2,-4707.589813